1.
The following is a DFT calculation (ωB97M-V with the def2-TZVPD basis set) of a 7-piece molecular cluster, C41H73F4I3NO16PSSi overall.

```
141
Properties=species:S:1:pos:R:3:lowdin_charge:R:1
C -0.227 1.214 1.630 -0.183
C -0.209 0.208 2.735 -0.828
I -1.373 1.031 4.341 0.841
C 0.375 -0.983 2.774 -0.719
I -0.101 -2.016 4.630 0.934
C 1.209 -1.429 1.555 -0.357
P -0.190 -1.847 0.228 0.685
O -0.559 -0.522 -0.663 -0.381
I -2.338 -2.269 1.385 0.550
C 2.278 -0.395 1.094 -0.418
O 2.490 0.638 2.013 0.003
O 2.100 0.194 -0.195 -0.280
S 2.653 -0.814 -1.411 0.974
O 3.996 -0.364 -1.479 -0.327
O 2.705 -2.319 -0.888 -0.288
C 2.536 -3.240 0.148 -0.323
O 1.625 -4.247 -0.387 -0.098
N 1.109 -3.963 -1.658 -0.025
O 0.694 -4.932 -2.158 0.114
C 3.924 -4.002 0.111 -0.355
F 3.883 -4.694 -1.071 0.110
F 4.154 -4.947 1.005 0.162
C 5.177 -3.061 -0.134 -0.333
F 6.206 -3.666 0.485 0.106
F 5.500 -3.011 -1.405 0.137
C 2.038 -2.813 1.590 -0.257
C 3.289 -2.712 2.539 -0.082
C 3.191 -1.886 3.826 -0.250
O 4.541 -1.736 4.336 -0.207
Si 5.238 -0.223 4.116 0.477
C 4.247 1.207 4.869 -0.146
C 6.872 -0.275 5.088 -0.159
C 5.732 0.186 2.336 -0.129
C 1.192 -3.955 2.226 -0.181
C 1.616 -5.427 2.109 -0.074
C 0.556 -6.245 2.815 -0.532
O 0.289 -6.131 3.957 0.139
O -0.124 -7.110 2.022 0.104
H 0.380 1.052 0.748 0.050
H 0.042 2.188 2.047 0.066
H -1.260 1.339 1.300 0.084
H -0.717 -0.759 -1.588 0.050
H 3.286 -0.817 1.020 0.116
H 2.406 1.478 1.542 0.129
H 5.059 -2.056 0.261 0.118
H 4.168 -2.311 2.032 0.091
H 3.563 -3.709 2.859 0.125
H 2.770 -0.885 3.734 0.075
H 2.703 -2.486 4.581 0.062
H 4.247 2.027 4.149 0.026
H 3.206 0.962 5.080 0.029
H 4.734 1.580 5.767 0.028
H 7.640 -0.599 4.386 0.021
H 7.096 0.766 5.325 0.026
H 6.814 -0.887 5.982 0.029
H 5.545 -0.604 1.609 0.003
H 6.805 0.379 2.305 0.035
H 5.258 1.093 1.967 0.030
H 0.120 -3.862 2.054 0.055
H 1.322 -3.810 3.290 0.024
H 1.743 -5.875 1.130 0.114
H 2.521 -5.619 2.681 0.127
H -0.264 -7.940 2.496 0.125
C -0.817 6.085 5.035 -0.171
C 0.477 5.741 5.759 -0.171
C 0.936 4.505 5.001 -0.214
O 0.464 4.646 3.654 -0.166
C -0.475 5.727 3.598 -0.204
H -1.123 7.124 5.152 0.112
H -1.627 5.447 5.398 0.114
H 1.202 6.549 5.632 0.114
H 0.351 5.562 6.825 0.112
H 0.493 3.596 5.420 0.080
H 2.021 4.392 4.998 0.115
H 0.004 6.567 3.084 0.117
H -1.347 5.418 3.021 0.117
C 0.382 2.212 -4.431 -0.153
C 0.700 0.972 -5.256 -0.169
C -0.306 -0.031 -4.714 -0.204
O -1.455 0.716 -4.306 -0.145
C -1.130 2.116 -4.298 -0.184
H 0.709 3.143 -4.891 0.118
H 0.851 2.135 -3.446 0.110
H 0.501 1.168 -6.312 0.102
H 1.731 0.633 -5.160 0.113
H 0.089 -0.552 -3.831 0.095
H -0.599 -0.775 -5.455 0.119
H -1.632 2.586 -5.148 0.097
H -1.501 2.572 -3.380 0.120
C -6.720 -1.086 0.000 -0.171
C -7.470 -0.844 1.303 -0.176
C -6.413 -0.143 2.145 -0.211
O -5.581 0.585 1.235 -0.150
C -5.868 0.169 -0.105 -0.209
H -7.370 -1.231 -0.862 0.112
H -6.079 -1.966 0.096 0.107
H -8.315 -0.174 1.127 0.116
H -7.849 -1.754 1.767 0.100
H -5.782 -0.863 2.678 0.112
H -6.842 0.545 2.874 0.119
H -6.414 0.981 -0.600 0.117
H -4.934 -0.001 -0.643 0.111
C 4.767 -0.360 -7.917 -0.172
C 3.769 -0.044 -9.024 -0.170
C 3.008 1.131 -8.429 -0.207
O 3.926 1.828 -7.583 -0.142
C 5.099 1.030 -7.393 -0.204
H 5.645 -0.906 -8.258 0.112
H 4.281 -0.949 -7.135 0.112
H 4.300 0.270 -9.926 0.114
H 3.121 -0.881 -9.286 0.112
H 2.171 0.789 -7.813 0.093
H 2.624 1.812 -9.190 0.118
H 5.916 1.483 -7.964 0.117
H 5.372 1.029 -6.337 0.116
C -3.260 5.055 -9.090 -0.174
C -3.569 3.576 -8.913 -0.172
C -2.525 3.158 -7.889 -0.210
O -2.268 4.308 -7.071 -0.153
C -2.863 5.460 -7.680 -0.204
H -4.095 5.636 -9.480 0.112
H -2.412 5.179 -9.768 0.114
H -4.572 3.454 -8.495 0.115
H -3.513 3.000 -9.835 0.112
H -1.584 2.871 -8.373 0.117
H -2.859 2.331 -7.261 0.114
H -3.739 5.743 -7.086 0.118
H -2.152 6.287 -7.663 0.116
C -7.009 -2.706 7.141 -0.172
C -7.643 -3.103 5.813 -0.169
C -7.908 -1.746 5.180 -0.202
O -6.892 -0.862 5.660 -0.145
C -6.192 -1.485 6.741 -0.201
H -6.404 -3.491 7.592 0.112
H -7.786 -2.421 7.854 0.113
H -6.924 -3.664 5.211 0.114
H -8.543 -3.707 5.918 0.112
H -8.880 -1.345 5.490 0.120
H -7.877 -1.778 4.091 0.093
H -5.197 -1.773 6.383 0.117
H -6.073 -0.771 7.557 0.116
```

The strongest force on any atom is 2.68 eV/A. Its frontier orbital gap is 8.050 eV. The spin multiplicity is 1. The value obtained for the electronic energy is -5185.959681 Eh.

2.
The following is a DFT calculation (ωB97M-V with the def2-TZVPD basis set) of C2H4N4O as an isolated structure.

```
11
Properties=species:S:1:pos:R:3:lowdin_charge:R:1
C 1.502 -0.296 0.262 -0.121
C -0.703 0.263 -0.070 -0.465
H 1.465 -1.223 -0.130 0.020
H 1.370 -0.188 1.317 0.068
H 2.659 -0.340 0.189 0.110
H 0.809 1.615 -0.638 0.152
N 0.612 0.543 -0.638 0.000
N -1.147 -1.029 -0.346 0.144
N -2.321 -0.847 -0.106 -0.057
N -1.572 1.182 0.097 0.184
O -2.674 0.321 0.063 -0.034
```

As for the energy above the lowest of the compared OMol25 structures with the same formula, charge and spin: 5.373 eV. The strongest force on any atom is 7.50 eV/A. Its frontier orbital gap is 11.027 eV. The spin multiplicity is 1. The value obtained for the electronic energy is -372.702863 Eh.